(1)
Molecular formula: C6H16N2
Method: DFT, ωB97M-V with the def2-TZVPD basis set

- HOMO level (hartree) = -0.3212
- LUMO energy (eV) = 1.002
- molar mass (g mol⁻¹) = 116.21
- max |F| (hartree/bohr) = 0.101
- frontier orbital gap (eV) = 9.74
- DFT total energy (eV) = -9456.75335

Element x y z (Å)
C: -1.8637 0.5949 -0.7716
N: -0.5354 -0.2967 0.0473
C: 0.6844 0.0639 -0.7254
C: 1.8455 0.0452 0.2602
C: 2.1164 -1.3181 0.9423
C: 3.0391 0.8291 -0.3467
C: -2.9634 0.4944 0.2267
N: -3.2874 -0.9084 0.3861
H: -1.4639 1.7018 -0.6133
H: -2.2385 0.4142 -1.7991
H: -1.4954 -0.6095 -0.6919
H: 0.6378 1.1274 -1.1661
H: 0.8177 -0.7211 -1.4588
H: 1.5155 0.7462 1.0038
H: 2.8544 -1.2648 1.6670
H: 2.1815 -2.2091 0.1961
H: 1.1330 -1.6880 1.3910
H: 3.9365 0.7016 0.1647
H: 2.7773 1.9422 -0.2793
H: 3.2134 0.6436 -1.4661
H: -3.8115 1.0348 -0.0894
H: -2.6175 0.8620 1.1764
H: -2.4715 -1.3302 0.8296
H: -4.0046 -0.8554 1.1166

natural (NBO) charges, unit e, in atom order:
1 C -0.42
2 N -0.61
3 C -0.24
4 C -0.23
5 C -0.62
6 C -0.59
7 C -0.23
8 N -0.84
9 H 0.24
10 H 0.23
11 H 0.41
12 H 0.17
13 H 0.18
14 H 0.20
15 H 0.21
16 H 0.20
17 H 0.23
18 H 0.21
19 H 0.20
20 H 0.20
21 H 0.19
22 H 0.18
23 H 0.37
24 H 0.35

---

(2)
Molecular formula: C6H16N2
Method: DFT, ωB97M-V with the def2-TZVPD basis set

- 2S+1 = 2
- HOMO level (spin up / spin down) (hartree) = -0.5285 / -0.5490
- LUMO energy (spin up / spin down) (eV) = -6.469 / -6.464
- molar mass (g mol⁻¹) = 116.21
- max |F| (hartree/bohr) = 0.150
- frontier orbital gap (spin up / spin down) (eV) = 7.91 / 8.47
- total charge = +1
- DFT total energy (eV) = -9447.56610
- expectation value of S² = 0.75

Element x y z (Å)
N: -1.0299 -1.4892 -0.0911
C: -0.9678 -0.0943 -0.2644
C: -2.3371 0.5960 0.1333
C: -3.5500 -0.2316 -0.3687
C: 0.4808 0.6463 0.4853
N: 1.8379 0.7184 -0.3132
C: 3.0503 0.8122 0.5448
C: 1.9807 -0.6586 -0.9182
H: -0.3775 -1.7997 0.6121
H: 1.1059 -0.4503 3.1547
H: -0.7128 0.1935 -1.3529
H: -2.2238 0.6083 1.2480
H: -2.2565 1.6862 -0.2049
H: -3.3629 -0.6856 -1.4491
H: -3.5661 -1.2186 0.1514
H: -4.4803 0.3497 -0.4896
H: 0.6116 1.2634 1.3743
H: 1.7854 -0.6523 2.9890
H: 3.9561 0.9995 -0.0876
H: 2.7698 1.6054 1.2423
H: 3.1555 -0.0645 1.1623
H: 1.3391 -1.3257 -0.3074
H: 3.0652 -0.8824 -0.8954
H: 1.5941 -0.6505 -1.9899

natural (NBO) charges, unit e, in atom order:
1 N -0.37
2 C -0.11
3 C -0.40
4 C -0.64
5 C 0.37
6 N -0.31
7 C -0.43
8 C -0.44
9 H 0.32
10 H 0.00
11 H 0.26
12 H 0.21
13 H 0.24
14 H 0.23
15 H 0.25
16 H 0.25
17 H 0.20
18 H 0.00
19 H 0.25
20 H 0.22
21 H 0.21
22 H 0.20
23 H 0.24
24 H 0.24

---

(3)
Molecular formula: C6H16N2
Method: DFT, ωB97M-V with the def2-TZVPD basis set

- 2S+1 = 2
- HOMO level (spin up / spin down) (hartree) = -0.4841 / -0.4804
- LUMO energy (spin up / spin down) (eV) = -3.450 / -8.785
- molar mass (g mol⁻¹) = 116.21
- max |F| (hartree/bohr) = 0.077
- frontier orbital gap (spin up / spin down) (eV) = 9.72 / 4.29
- total charge = +1
- DFT total energy (eV) = -9450.99421
- expectation value of S² = 0.76

Element x y z (Å)
N: -2.6588 1.2909 -1.9812
C: -1.4623 1.9581 -1.4058
C: -0.4287 1.8690 0.8403
C: -1.5442 1.7916 0.0720
H: -2.5328 0.8549 -2.9255
H: -3.5223 1.8695 -1.9864
H: -1.5016 3.0420 -1.6508
H: -0.6077 1.5517 -1.8126
H: -0.3401 2.1724 1.8857
H: 0.5359 1.6951 0.3666
H: -2.5721 1.7979 0.5147
C: 1.0967 -1.1775 -0.1451
C: 1.6595 -1.7210 1.1451
C: 0.7119 -2.6674 1.9258
N: 1.9129 -0.0825 -0.6977
H: 0.1500 -0.6326 0.1308
H: 0.8054 -2.0084 -0.8651
H: 1.8593 -0.7738 1.6692
H: 2.6258 -2.2822 0.8451
H: 0.3406 -3.5750 1.4067
H: -0.1511 -2.0665 2.1844
H: 1.2049 -2.8913 2.8771
H: 1.5213 0.2971 -1.5706
H: 2.8973 -0.3122 -0.8227

natural (NBO) charges, unit e, in atom order:
1 N -0.86
2 C -0.29
3 C -0.23
4 C 0.01
5 H 0.39
6 H 0.38
7 H 0.24
8 H 0.21
9 H 0.24
10 H 0.21
11 H 0.25
12 C -0.24
13 C -0.41
14 C -0.61
15 N -0.62
16 H 0.21
17 H 0.25
18 H 0.21
19 H 0.22
20 H 0.23
21 H 0.20
22 H 0.24
23 H 0.38
24 H 0.40

---

(4)
Molecular formula: C6H16N2
Method: DFT, ωB97M-V with the def2-TZVPD basis set

- 2S+1 = 2
- HOMO level (spin up / spin down) (hartree) = -0.4603 / -0.4599
- LUMO energy (spin up / spin down) (eV) = -3.174 / -6.637
- molar mass (g mol⁻¹) = 116.21
- max |F| (hartree/bohr) = 0.017
- frontier orbital gap (spin up / spin down) (eV) = 9.35 / 5.88
- total charge = +1
- DFT total energy (eV) = -9453.68101
- expectation value of S² = 0.76

Element x y z (Å)
C: -2.5506 -1.1001 -0.6709
C: -1.8894 -0.9590 0.6861
N: -1.2425 0.3548 0.8221
C: -0.7892 0.5561 2.2018
H: -3.0616 -2.0558 -0.7582
H: -1.8278 -1.0145 -1.4820
H: -3.2688 -0.2916 -0.8013
H: -1.1366 -1.7271 0.8725
H: -2.6478 -1.1165 1.4653
H: -1.9931 1.0240 0.6690
H: -0.1774 1.4539 2.2898
H: -1.6165 0.6449 2.9136
H: -0.1841 -0.2976 2.5089
C: 1.4053 -0.9782 -1.7542
C: 1.5495 0.1751 -0.8614
C: 2.6389 1.0409 -0.9179
N: 2.7585 2.1015 -0.1543
H: 2.2489 -1.1008 -2.4231
H: 1.1823 -1.8711 -1.1693
H: 0.4813 -0.8456 -2.3328
H: 0.8394 0.2983 -0.0438
H: 3.4787 0.8749 -1.5834
H: 3.6527 2.5732 -0.1180
H: 2.1499 2.2603 0.6414

natural (NBO) charges, unit e, in atom order:
1 C -0.61
2 C -0.22
3 N -0.65
4 C -0.42
5 H 0.23
6 H 0.19
7 H 0.21
8 H 0.18
9 H 0.18
10 H 0.36
11 H 0.18
12 H 0.20
13 H 0.20
14 C -0.69
15 C 0.02
16 C 0.10
17 N -0.59
18 H 0.24
19 H 0.27
20 H 0.28
21 H 0.25
22 H 0.23
23 H 0.43
24 H 0.43

---

(5)
Molecular formula: C6H16N2O
Method: DFT, ωB97M-V with the def2-TZVPD basis set

- HOMO level (hartree) = -0.2684
- LUMO energy (eV) = 0.838
- molar mass (g mol⁻¹) = 132.21
- max |F| (hartree/bohr) = 0.040
- frontier orbital gap (eV) = 8.14
- DFT total energy (eV) = -11504.38724

Element x y z (Å)
C: -0.1356 -0.6512 -1.3101
C: 0.7374 -0.0467 -2.3853
C: -1.5886 -0.8322 -1.6801
N: 0.6450 -0.6638 0.7881
N: 0.6387 -1.8202 1.6162
H: 1.5489 -0.5078 0.3507
H: 0.2425 -1.6626 -1.1382
H: 1.2917 -1.7334 2.3963
H: -0.3004 -1.9010 1.9999
H: 0.3269 0.8931 -2.7515
H: 0.8311 -0.7588 -3.2222
H: 1.7498 0.1324 -2.0191
H: -1.6724 -1.5792 -2.4821
H: -2.1627 -1.2018 -0.8271
H: -2.0342 0.0914 -2.0505
C: 0.9765 1.4509 2.0124
C: -0.0209 0.6552 1.1668
C: -0.4294 1.2584 -0.1189
O: -1.1232 0.3864 2.0208
H: -1.7992 -0.1240 1.5581
H: 1.8658 1.7136 1.4361
H: 1.2785 0.8826 2.8991
H: 0.5107 2.3815 2.3367
H: 0.1157 2.1536 -0.4116
H: -1.4928 1.4836 -0.1846

natural (NBO) charges, unit e, in atom order:
1 C 0.00
2 C -0.65
3 C -0.65
4 N -0.45
5 N -0.65
6 H 0.37
7 H 0.18
8 H 0.33
9 H 0.36
10 H 0.21
11 H 0.20
12 H 0.20
13 H 0.20
14 H 0.20
15 H 0.20
16 C -0.62
17 C 0.33
18 C -0.52
19 O -0.73
20 H 0.47
21 H 0.21
22 H 0.21
23 H 0.22
24 H 0.20
25 H 0.20

---

(6)
Molecular formula: C6H16N2O
Method: DFT, ωB97M-V with the def2-TZVPD basis set

- HOMO level (spin up / spin down) (hartree) = -0.2438 / -0.2437
- LUMO energy (spin up / spin down) (eV) = 0.786 / 0.785
- molar mass (g mol⁻¹) = 132.21
- max |F| (hartree/bohr) = 0.011
- frontier orbital gap (spin up / spin down) (eV) = 7.42 / 7.42
- DFT total energy (eV) = -11505.52624

Element x y z (Å)
C: 1.1808 -0.1164 0.1787
C: -1.5338 -0.0070 -0.1733
C: 1.4875 0.4533 -1.1866
C: 2.3425 0.1333 1.1285
C: -1.8416 -0.8864 -1.3378
C: -1.6929 1.4669 -0.3442
N: -1.5305 -0.5635 1.0366
N: -0.8428 0.1506 2.0041
O: 0.9112 -1.5337 0.1113
H: 1.7473 -2.0205 0.0361
H: -1.3305 -1.5615 1.0106
H: -0.7273 -0.4472 2.8156
H: 0.1096 0.2992 1.4277
H: 0.7342 0.1815 -1.9266
H: 1.5433 1.5453 -1.1480
H: 2.4608 0.0954 -1.5698
H: 2.5256 1.2030 1.2576
H: 3.2795 -0.3099 0.7391
H: 2.1646 -0.3002 2.1163
H: -1.3098 -0.5286 -2.2204
H: -1.5370 -1.9175 -1.1610
H: -2.9122 -0.8572 -1.5747
H: -2.7168 1.6876 -0.6767
H: -1.0179 1.8288 -1.1208
H: -1.4938 2.0048 0.5777

natural (NBO) charges, unit e, in atom order:
1 C 0.01
2 C 0.37
3 C -0.65
4 C -0.66
5 C -0.68
6 C -0.69
7 N -0.34
8 N -0.68
9 O -0.80
10 H 0.45
11 H 0.39
12 H 0.35
13 H 0.36
14 H 0.19
15 H 0.21
16 H 0.17
17 H 0.21
18 H 0.17
19 H 0.20
20 H 0.24
21 H 0.23
22 H 0.23
23 H 0.22
24 H 0.24
25 H 0.25